(1)
Below is C27H44F6LaOP2 as an isolated structure at a distorted geometry, with properties calculated with the ωB97M-V functional and the def2-TZVPD basis.

Computed properties:
DFT total energy   -66492.552 eV
Net charge   +1
Largest force on an atom   6.8 eV/Å

Each line ends with the Löwdin charge.
Positions of all 81 atoms, in Å:
La1 0.137 0.004 -0.332  1.846
C1 -0.781 -2.445 2.656  -0.264
C2 0.518 -2.616 2.069  -0.312
C3 0.737 -1.224 3.889  -0.240
C4 -0.637 -1.596 3.785  -0.249
C5 1.450 -1.845 2.825  -0.273
C6 -2.035 -3.102 2.228  -0.079
H1 -2.083 -3.221 1.137  0.026
H2 -2.902 -2.509 2.548  0.069
H3 -2.143 -4.106 2.672  0.090
C7 -1.697 -1.184 4.723  -0.055
H4 -2.610 -1.759 4.546  0.068
H5 -1.940 -0.119 4.601  0.058
H6 -1.383 -1.344 5.763  0.083
C8 1.305 -0.409 4.979  -0.055
H7 1.074 -0.861 5.959  0.086
H8 0.878 0.606 4.982  0.060
H9 2.395 -0.322 4.884  0.066
C9 2.916 -1.805 2.632  -0.075
H10 3.386 -2.696 3.072  0.087
H11 3.345 -0.929 3.130  0.064
H12 3.193 -1.771 1.572  0.041
C10 0.860 -3.543 0.962  -0.100
H13 1.200 -4.524 1.349  0.090
H14 1.684 -3.153 0.337  0.050
H15 -0.006 -3.747 0.309  0.049
C11 -1.534 1.369 -3.194  -0.369
C12 -2.104 0.023 -3.718  -0.298
C13 -1.129 -0.794 -4.573  -0.171
C14 0.386 -0.839 -4.259  -0.119
C15 0.804 -0.549 -2.750  -0.361
C16 1.749 0.658 -2.629  -0.470
C17 1.074 1.982 -3.102  -0.173
C18 -0.295 2.055 -3.848  -0.112
H16 -1.276 -0.397 -5.591  0.130
H17 0.953 -0.173 -4.949  0.125
H18 -1.508 -1.814 -4.678  0.111
H19 -0.146 1.792 -4.913  0.120
H20 -2.333 2.121 -3.347  0.135
H21 -3.070 0.201 -4.262  0.138
H22 -0.604 3.128 -3.882  0.132
H23 1.128 2.748 -2.308  0.111
H24 2.643 0.425 -3.232  0.102
H25 1.810 2.368 -3.825  0.119
H26 0.711 -1.882 -4.457  0.124
H27 1.198 -1.468 -2.276  0.101
P1 -2.597 -0.503 -1.987  0.997
C19 -4.023 -0.622 -0.869  -0.166
C20 -1.914 -2.227 -1.712  -0.192
P2 2.906 0.705 -1.047  0.820
C21 -1.493 0.968 -1.751  -0.451
C22 4.181 -0.583 -1.318  -0.268
C23 3.968 2.180 -1.071  -0.248
H28 -3.849 -0.128 0.120  0.084
H29 -4.250 -1.697 -0.653  0.071
H30 -4.911 -0.204 -1.381  0.068
H31 -0.885 -2.411 -2.101  0.052
H32 -2.634 -2.875 -2.259  0.087
H33 -1.962 -2.553 -0.644  0.027
H34 3.911 2.653 -2.066  0.058
H35 4.996 1.851 -0.842  0.060
H36 3.580 2.845 -0.270  0.049
H37 -1.217 1.672 -0.948  0.013
H38 -0.168 -0.271 -2.326  -0.066
H39 4.869 -0.551 -0.460  0.061
H40 4.717 -0.275 -2.233  0.058
H41 3.784 -1.597 -1.432  0.045
C24 0.438 3.739 1.905  0.029
C25 -0.669 2.757 1.633  -0.421
O1 -0.207 1.610 0.988  -0.424
C26 -1.314 2.319 2.970  -0.491
F1 -1.943 3.315 3.641  0.162
F2 -2.191 1.289 2.830  0.133
F3 -0.329 1.859 3.803  0.121
C27 -1.800 3.381 0.763  -0.489
F4 -2.326 4.529 1.251  0.165
F5 -1.309 3.672 -0.487  0.108
F6 -2.834 2.509 0.571  0.126
H42 1.185 3.268 2.555  0.110
H43 0.039 4.640 2.383  0.112
H44 0.931 4.001 0.962  0.097

Cartesian forces, eV/Å:
2.2 -3.0 5.7
0.8 1.1 0.3
-0.4 1.5 -0.4
-0.6 -1.0 -1.1
1.3 -0.5 -1.0
-1.3 0.4 0.2
-0.5 -0.4 0.2
-0.1 -0.2 0.1
0.1 -0.2 -0.2
-0.1 0.2 -0.2
-0.4 0.3 0.3
0.0 0.1 0.2
0.0 -0.3 0.3
-0.2 0.0 -0.1
0.2 0.5 0.5
0.2 0.2 -0.2
0.3 -0.3 0.2
-0.2 0.0 0.2
0.5 -0.2 0.1
0.2 0.1 -0.2
0.1 -0.1 -0.2
0.1 0.0 0.0
0.2 -0.7 -0.2
0.0 0.2 -0.3
-0.1 -0.2 0.0
0.2 0.0 0.1
-1.2 1.0 -0.4
-1.4 0.6 -1.0
-0.6 -0.5 -0.5
0.8 -0.5 0.5
0.2 -0.5 -2.0
1.4 -0.3 -0.4
1.1 0.9 -0.3
0.0 0.1 0.2
0.3 0.0 0.3
-0.4 -0.5 0.6
0.0 0.0 0.2
-0.3 -0.2 0.6
0.2 -0.3 0.0
1.0 -0.3 0.0
0.7 -0.7 0.1
-0.4 -0.4 0.0
-0.7 0.1 -0.8
-0.3 0.2 0.1
0.0 0.7 -0.2
0.1 0.2 -0.3
3.1 1.2 1.7
-1.4 -0.6 -0.3
0.2 0.0 0.3
-0.9 -0.6 1.0
-1.5 -0.9 -0.4
-0.2 0.2 -0.8
-0.6 0.5 0.0
0.2 0.0 -1.0
0.2 0.8 -0.3
0.3 0.0 0.6
-0.9 0.1 0.1
0.5 0.3 0.2
0.0 0.4 -0.7
0.3 0.1 0.5
-0.5 0.3 -0.1
0.5 -0.2 -0.7
-1.6 0.0 -0.5
0.2 -0.3 -1.4
-0.3 0.0 -0.2
0.1 -0.4 0.3
0.1 0.2 0.1
0.4 0.4 0.0
-0.8 -0.6 -0.1
-0.6 1.8 0.8
0.2 -1.0 1.7
0.4 -0.6 -0.8
0.5 1.0 -0.2
-0.9 0.6 -0.9
-0.6 0.6 -0.4
0.6 -1.0 -0.4
-0.2 0.0 0.8
0.7 0.7 0.1
-0.3 0.1 -0.1
0.2 -0.1 -0.1
-0.2 0.1 0.2



(2)
Below is a 3-piece molecular cluster, C27H44INO8S3 overall at a distorted geometry, with properties calculated with the ωB97M-V functional and the def2-TZVPD basis.

Computed properties:
DFT total energy   -87178.098 eV
Largest force on an atom   5.9 eV/Å

Each line ends with the Löwdin charge.
Positions of all 84 atoms, in Å:
C1 6.641 4.095 -3.302  -0.124
C2 5.159 3.723 -2.726  -0.270
C3 5.103 3.727 -1.092  -0.667
I1 4.252 5.604 -0.350  0.783
N1 4.385 2.501 -0.633  -0.058
C4 5.066 1.645 0.367  -0.259
O1 6.308 1.418 0.450  0.062
C5 3.819 1.124 1.238  0.072
C6 3.837 0.254 2.572  -0.095
O2 5.120 -0.090 3.072  -0.092
C7 5.151 -1.353 3.783  -0.155
C8 5.485 -1.026 5.332  -0.319
C9 6.974 -0.334 5.325  -0.057
O3 4.608 0.014 5.905  -0.084
C10 2.444 -0.078 3.195  0.062
C11 1.085 0.411 2.516  -0.077
C12 -0.263 -0.055 3.247  -0.180
C13 -0.840 0.974 4.344  -0.250
C14 -1.120 2.463 3.736  -0.580
S1 -1.884 3.618 4.989  0.614
C15 1.088 1.293 1.211  -0.047
C16 -0.226 1.862 0.494  -0.150
C17 -1.322 0.752 0.085  -0.187
C18 -2.118 1.118 -1.295  -0.145
C19 -3.656 0.577 -1.158  -0.172
O4 -3.655 -0.733 -0.493  -0.105
C20 -4.824 -0.889 0.331  -0.371
C21 -4.916 -0.530 1.891  -0.010
O5 -5.857 -1.385 -0.251  0.021
C22 2.482 1.627 0.584  0.043
C23 2.915 2.487 -0.694  -0.313
O6 2.254 3.066 -1.606  0.027
H1 6.683 5.208 -3.600  0.076
H2 6.877 3.424 -4.214  0.077
H3 7.447 3.847 -2.511  0.075
H4 4.975 2.626 -3.059  0.117
H5 4.336 4.402 -3.172  0.095
H6 6.211 3.690 -0.744  0.096
H7 4.253 -2.043 3.617  0.131
H8 6.077 -1.933 3.380  0.143
H9 5.552 -1.954 6.008  0.144
H10 6.918 0.813 5.468  0.097
H11 7.426 -0.505 4.265  0.082
H12 7.695 -0.820 6.070  0.077
H13 3.694 -0.329 5.770  0.072
H14 2.375 -0.693 4.157  0.091
H15 0.004 -1.030 3.827  0.117
H16 -1.111 -0.373 2.520  0.102
H17 -1.802 0.540 4.836  0.117
H18 -0.029 1.089 5.158  0.112
H19 -0.085 2.835 3.367  0.090
H20 -1.868 2.302 2.865  0.063
H21 -1.568 4.908 4.520  -0.125
H22 0.133 2.349 -0.501  0.110
H23 -0.767 2.698 1.067  0.105
H24 -0.939 -0.327 0.060  0.125
H25 -2.140 0.783 0.916  0.086
H26 -1.633 0.572 -2.192  0.082
H27 -2.080 2.245 -1.542  0.126
H28 -4.161 0.527 -2.197  0.116
H29 -4.204 1.396 -0.544  0.135
H30 -5.775 -1.162 2.350  0.098
H31 -5.243 0.575 2.055  0.102
H32 -3.972 -0.784 2.498  0.079
C24 -2.121 -2.495 -5.280  -0.263
S2 -2.876 -0.866 -5.100  0.847
O7 -2.176 -0.167 -3.976  -0.568
C25 -4.457 -1.461 -4.465  -0.280
H33 -1.097 -2.364 -5.634  0.049
H34 -2.109 -3.008 -4.316  0.062
H35 -2.684 -3.080 -6.010  0.046
H36 -4.298 -2.039 -3.552  0.061
H37 -4.944 -2.080 -5.221  0.036
H38 -5.088 -0.599 -4.242  0.049
C26 -6.584 -6.649 -5.027  -0.270
S3 -6.095 -4.917 -5.182  0.802
O8 -4.605 -4.858 -5.054  -0.563
C27 -6.797 -4.383 -3.606  -0.260
H39 -6.212 -7.193 -5.897  0.051
H40 -6.154 -7.077 -4.120  0.059
H41 -7.673 -6.718 -4.996  0.053
H42 -6.353 -4.954 -2.788  0.064
H43 -7.879 -4.527 -3.622  0.056
H44 -6.575 -3.323 -3.470  0.037

Cartesian forces, eV/Å:
-0.5 -0.1 0.2
0.5 -0.4 -0.3
1.3 -1.2 -2.2
0.3 -0.6 -0.1
0.5 0.9 0.8
0.4 -0.6 0.7
-5.4 1.3 -0.5
-2.3 -0.7 1.2
-2.3 1.7 -2.1
-3.4 -0.6 -0.8
1.3 -1.1 1.2
1.7 1.3 -0.2
0.0 -0.2 -1.0
-0.3 -2.2 -1.0
0.1 1.9 -3.0
2.7 0.6 -1.1
0.1 -0.6 0.3
0.3 0.7 0.4
0.5 -1.3 -1.0
0.6 0.4 -0.6
2.6 -0.7 1.0
0.5 -0.3 -1.3
-1.3 0.7 0.5
0.3 -1.3 0.0
0.9 2.1 -0.6
-1.8 1.1 1.8
-3.7 -2.0 -2.8
-0.3 -0.2 0.2
4.6 2.3 2.9
0.7 -1.9 2.9
-0.7 0.5 -0.9
2.7 -2.4 4.0
0.2 -1.8 0.5
-0.5 1.3 1.4
-1.3 0.6 -1.2
0.0 1.9 0.7
1.4 -1.2 0.7
-2.2 -0.1 -0.2
0.9 1.4 0.2
-1.6 1.0 0.6
-0.5 1.2 -1.2
-0.1 -2.1 0.0
-0.6 0.4 1.9
-1.2 0.8 -0.9
0.8 0.6 0.4
0.0 1.0 -1.7
-0.4 1.7 -1.0
1.7 0.8 1.0
1.7 0.7 -0.9
-1.4 -0.2 -1.1
-2.0 -0.4 0.5
1.4 0.5 1.3
-0.1 -1.6 0.1
-0.4 -0.8 1.8
1.1 -1.3 -0.6
-0.3 1.7 -0.1
1.4 -0.2 -1.3
-0.8 1.0 1.7
-0.3 -1.7 0.6
0.9 -0.2 1.8
0.6 -1.6 -0.7
1.5 1.0 -1.1
0.9 -1.8 -0.5
-1.3 0.6 -1.2
0.1 0.0 0.0
0.1 -0.2 0.0
-0.3 -0.3 -0.4
-0.1 0.0 0.2
-0.1 0.2 0.0
-0.1 0.1 0.0
-0.1 0.0 0.1
0.1 0.0 -0.1
0.1 0.0 0.0
0.1 0.0 -0.1
0.0 -0.1 0.0
0.1 -0.1 0.1
-0.4 0.0 0.0
0.0 0.0 0.1
0.0 0.2 0.0
0.0 0.1 0.0
0.1 0.1 0.0
0.0 0.0 -0.1
0.1 0.0 -0.1
0.0 -0.1 -0.1



(3)
Below is C27H44N3P3PtS as an isolated structure at a distorted geometry, with properties calculated with the ωB97M-V functional and the def2-TZVPD basis.

Computed properties:
DFT total energy   -75089.313 eV
Net charge   +4
Largest force on an atom   2.9 eV/Å
Multiplicity   5

Each line ends with the Mulliken spin population.
Positions of all 79 atoms, in Å:
Pt1 -0.508 0.468 -1.291  0.980
P1 1.664 -0.078 -0.622  0.522
P2 -2.644 1.147 -0.633  0.296
P3 0.246 2.211 -2.798  0.258
H1 1.682 -4.630 -0.065  0.000
C1 1.915 -4.658 -1.135  0.000
C2 3.078 -4.186 -1.613  0.000
H2 3.837 -3.756 -0.947  0.000
C3 1.821 -1.572 0.405  0.074
C4 2.558 1.168 0.390  0.023
C5 2.757 -0.445 -2.038  0.070
C6 -3.545 -0.349 -0.109  0.038
C7 -2.711 2.287 0.786  0.032
C8 -3.772 1.917 -1.849  0.064
C9 1.161 1.613 -4.255  0.033
C10 1.325 3.440 -2.003  0.072
C11 -1.078 3.225 -3.514  0.029
H3 1.185 -5.159 -1.776  0.001
H4 3.359 -4.272 -2.669  0.000
H5 1.837 -2.473 -0.215  -0.010
H6 0.996 -1.642 1.120  0.001
H7 2.767 -1.519 0.966  0.012
H8 2.138 1.193 1.403  -0.006
H9 2.485 2.169 -0.049  -0.010
H10 3.617 0.874 0.457  0.012
H11 2.263 -1.174 -2.697  -0.007
H12 3.697 -0.883 -1.673  0.007
H13 2.982 0.464 -2.609  -0.004
H14 -4.603 -0.095 0.032  0.020
H15 -3.130 -0.734 0.831  -0.015
H16 -3.451 -1.111 -0.892  0.000
H17 -3.560 2.974 0.663  0.004
H18 -1.787 2.874 0.844  0.013
H19 -2.841 1.727 1.721  -0.002
H20 -4.767 1.972 -1.382  0.012
H21 -3.845 1.318 -2.765  -0.008
H22 -3.436 2.932 -2.092  -0.003
H23 0.681 2.021 -5.154  0.002
H24 1.163 0.519 -4.336  0.012
H25 2.192 1.988 -4.197  -0.001
H26 1.362 4.325 -2.654  0.011
H27 2.334 3.030 -1.881  -0.004
H28 0.907 3.728 -1.030  0.005
H29 -1.764 2.613 -4.115  0.001
H30 -0.595 3.978 -4.155  0.011
H31 -1.635 3.735 -2.716  0.000
C12 -0.597 -1.396 -4.107  0.192
C13 -0.636 -1.459 -5.518  0.072
C14 0.130 -2.408 -6.184  0.036
C15 0.910 -3.319 -5.457  0.209
C16 0.888 -3.301 -4.061  0.055
C17 0.105 -2.370 -3.386  0.127
S1 -1.496 -0.139 -3.301  0.742
H32 0.015 0.946 1.352  0.048
H33 -1.275 -0.752 -6.042  -0.004
H34 0.119 -2.443 -7.274  0.005
H35 1.530 -4.051 -5.982  -0.005
H36 1.469 -4.016 -3.484  0.025
H37 0.017 -2.373 -2.296  -0.031
N1 -0.236 0.723 11.135  0.009
C18 -0.306 0.645 9.967  0.000
C19 -0.374 0.523 8.535  0.005
C20 0.027 1.591 7.722  0.001
C21 -0.021 1.461 6.331  0.000
C22 -0.467 0.258 5.766  0.007
C23 -0.854 -0.821 6.577  0.000
C24 -0.797 -0.685 7.964  0.001
N2 -0.514 0.113 4.366  0.000
C25 -1.014 -0.994 3.656  0.025
C26 -0.856 -0.741 2.345  -0.016
N3 -0.269 0.516 2.243  -0.018
C27 -0.071 1.012 3.474  -0.010
H38 0.388 2.514 8.177  0.000
H39 0.287 2.290 5.698  0.000
H40 -1.183 -1.764 6.143  0.000
H41 -1.069 -1.527 8.606  0.000
H42 -1.433 -1.849 4.153  0.001
H43 -1.096 -1.340 1.478  -0.018
H44 0.342 1.982 3.712  0.000

Cartesian forces, eV/Å:
0.5 0.5 -0.8
2.0 -1.0 1.1
-2.1 0.3 1.6
0.4 1.4 -0.4
0.1 -0.1 -0.4
0.7 0.1 -0.2
-0.5 -0.3 0.4
-0.3 -0.2 -0.3
-0.4 -0.1 0.1
-0.6 0.4 -0.2
-0.5 0.3 -0.6
0.4 -0.2 -0.2
0.3 0.1 0.1
0.5 0.1 -0.5
0.1 -0.3 -0.1
-0.1 -0.1 0.0
-0.3 -0.1 0.2
0.2 0.1 0.3
0.0 0.0 0.4
-0.1 0.2 0.0
0.3 -0.1 -0.1
-0.2 0.1 -0.2
0.2 0.0 -0.2
0.1 -0.3 0.2
-0.3 -0.1 -0.1
0.2 0.2 0.2
-0.2 0.1 0.2
0.0 -0.3 0.2
0.2 0.0 0.0
-0.2 0.1 -0.3
-0.2 0.0 0.2
0.2 -0.2 0.0
-0.3 0.0 0.0
0.0 0.1 -0.3
0.3 -0.1 0.1
0.0 0.2 0.2
-0.2 -0.3 0.1
0.2 -0.1 0.2
0.1 0.4 0.0
-0.2 -0.1 -0.1
0.1 -0.2 0.2
-0.2 0.2 -0.1
0.2 0.1 -0.2
0.2 0.2 0.1
-0.2 -0.2 0.1
0.2 0.0 -0.3
-1.0 0.3 0.4
0.1 -0.3 -0.9
-0.7 0.8 -0.1
0.2 -0.1 -0.5
-0.6 0.4 1.3
1.2 -0.9 0.3
0.2 -1.7 -1.6
-0.3 -0.1 0.9
0.2 -0.2 -0.2
0.0 0.0 0.3
-0.2 0.2 0.1
-0.3 0.1 -0.3
0.2 -0.1 -0.3
-0.2 -0.2 -2.9
0.2 0.2 2.7
0.1 -0.1 -0.1
0.0 0.0 -0.5
-0.1 -0.3 0.3
0.0 0.0 2.0
0.2 0.4 0.1
-0.1 -0.1 -0.3
0.0 0.0 -2.1
0.2 0.6 0.6
0.1 0.4 -0.2
0.0 -0.2 -0.4
-0.3 -0.5 0.3
-0.2 -0.3 -0.2
0.0 -0.1 0.3
0.1 0.2 0.3
0.1 0.4 -0.2
0.0 0.0 0.0
0.0 0.1 0.2
0.0 -0.2 -0.1